No. 1
Formula: C5H9NOS
Source: the OMol25 dataset
Level of theory: ωB97M-V/def2-TZVPD

- Largest force on an atom: 4.944 eV Å⁻¹
- HOMO: -9.49 eV
- Relative energy (zero: lowest compared OMol25 entry of this formula, charge and spin): 99.44 kcal/mol
- Total energy: -19699.99114 eV
- HOMO-LUMO gap: 10.09 eV
- Structure (SMILES): O[C@H]1[C@@H]2CNC[C@]12S
- Multiplicity: 1

Each line ends with the natural charge from an NBO analysis.
Geometry (Å):
O 0.05 -0.17 2.48  -0.737
C 0.82 -0.18 1.16  0.110
C 0.11 -1.19 0.11  -0.247
C 0.69 -1.70 -1.14  -0.254
N 0.50 -0.66 -2.19  -0.600
C 0.76 0.48 -1.24  -0.255
C -0.05 0.24 0.05  -0.308
S -1.26 1.49 0.36  0.057
H -0.72 0.53 2.26  0.465
H 1.99 -0.06 1.21  0.222
H -0.71 -1.85 0.41  0.236
H 1.73 -2.01 -0.98  0.207
H 0.12 -2.58 -1.30  0.207
H -0.55 -0.39 -2.48  0.349
H 1.98 0.47 -1.17  0.195
H 0.69 1.38 -1.88  0.228
H -2.26 0.74 0.05  0.123


No. 2
Formula: C5H9NOS
Source: the OMol25 dataset
Level of theory: ωB97M-V/def2-TZVPD

- Largest force on an atom: 3.475 eV Å⁻¹
- HOMO: -9.11 eV
- Relative energy (zero: lowest compared OMol25 entry of this formula, charge and spin): 70.80 kcal/mol
- Total energy: -19701.23328 eV
- HOMO-LUMO gap: 9.83 eV
- Multiplicity: 1

Each line ends with the natural charge from an NBO analysis.
Geometry (Å):
C 0.86 -0.30 0.49  -0.362
C 0.13 -0.67 -0.85  -0.067
C -0.01 0.61 -1.64  -0.086
C -0.77 1.45 0.47  -0.072
C -0.48 0.01 0.94  -0.107
H 1.66 -1.70 2.32  0.130
H 1.45 0.52 0.39  0.211
H 0.66 -1.51 -1.43  0.219
H 0.94 0.55 -2.21  0.182
H -0.77 0.39 -2.43  0.180
H -1.85 1.54 0.38  0.196
H -0.36 2.18 1.19  0.195
H -0.78 -0.12 2.01  0.210
H -0.97 -1.89 0.35  0.371
N -1.07 -0.93 -0.03  -0.636
O -0.18 1.78 -0.87  -0.527
S 1.53 -1.91 0.93  -0.037


No. 3
Formula: C5H9NOS
Source: the OMol25 dataset
Level of theory: ωB97M-V/def2-TZVPD

- Largest force on an atom: 1.318 eV Å⁻¹
- HOMO: -8.82 eV
- Relative energy (zero: lowest compared OMol25 entry of this formula, charge and spin): 54.13 kcal/mol
- Total energy: -19701.95593 eV
- HOMO-LUMO gap: 9.48 eV
- Structure (SMILES): C/N=C\S.CC=C=O
- Multiplicity: 1

Each line ends with the natural charge from an NBO analysis.
Geometry (Å):
C 2.00 -1.71 -0.16  -0.456
N 1.56 -0.82 0.87  -0.417
C 1.35 0.40 0.72  -0.011
S 1.49 1.44 -0.71  -0.045
H 1.13 -2.10 -0.69  0.227
H 2.67 -1.24 -0.89  0.174
H 2.51 -2.54 0.32  0.211
H 1.03 0.98 1.58  0.187
H 1.79 0.48 -1.58  0.131
C -2.03 1.61 0.05  -0.600
C -2.03 0.16 0.47  -0.551
C -1.65 -0.81 -0.30  0.721
O -1.29 -1.68 -0.98  -0.479
H -3.05 1.97 -0.08  0.213
H -1.49 1.74 -0.88  0.225
H -1.55 2.21 0.82  0.211
H -2.41 -0.09 1.44  0.260


No. 4
Formula: C5H9NOS2
Source: the OMol25 dataset
Level of theory: ωB97M-V/def2-TZVPD

- Largest force on an atom: 4.357 eV Å⁻¹
- HOMO: -5.83 eV
- Relative energy (zero: lowest compared OMol25 entry of this formula, charge and spin): 101.39 kcal/mol
- Total energy: -30533.47801 eV
- HOMO-LUMO gap: 4.21 eV
- Multiplicity: 1

Each line ends with the natural charge from an NBO analysis.
Geometry (Å):
C -0.35 0.19 -0.15  0.174
C -1.81 -0.01 -0.61  -0.338
C 1.70 -0.81 -0.53  -0.116
C -2.32 -1.37 -0.17  -0.616
C 2.38 1.29 1.02  -0.720
N 0.47 -1.03 -0.22  -0.268
O 0.44 1.20 -0.81  -0.618
S -2.91 1.39 0.16  -0.653
S 2.04 0.94 -0.82  1.091
H -0.37 0.44 0.98  0.231
H -1.94 0.12 -1.76  0.220
H 2.59 -1.38 -0.53  0.227
H -1.97 -1.45 0.80  0.203
H -2.04 -2.12 -0.97  0.189
H -3.34 -1.33 -0.19  0.237
H 2.04 0.36 1.56  0.259
H 1.91 2.18 1.21  0.259
H 3.50 1.38 1.02  0.241